No. 1
C21H22N4S | ωB97M-V with the def2-TZVPD basis set

Last column: Mulliken charge in e.
Positions of all 48 atoms, in Å:
C (1.23483, 4.58607, 0.69397)  -0.33
C (0.98910, 6.60483, -0.57728)  -0.43
H (0.43086, 2.08532, 0.90309)  0.20
H (1.99985, 6.48652, 1.30562)  0.38
C (0.19121, -4.69169, 0.98874)  -0.64
C (1.04510, -1.50120, 2.18907)  0.12
C (0.31791, 2.39743, -0.13858)  -0.07
H (-0.78800, -6.62167, 1.46758)  0.45
C (0.06904, 4.54699, -1.39588)  -0.35
C (-1.04345, -0.79307, 1.28849)  0.13
H (1.19752, 1.93318, -2.05783)  0.47
C (-1.76674, -5.25785, 0.07198)  -0.40
C (1.32172, 1.63216, -1.01578)  -1.18
H (-1.35451, -1.89038, -2.95608)  0.46
H (2.34422, 1.85249, -0.70084)  0.30
C (-1.24200, -0.08652, 2.46367)  -0.62
H (1.49668, -2.48299, -0.21843)  0.58
N (-0.14007, -1.71225, -1.30248)  0.08
N (1.12789, 0.20333, -0.93759)  0.00
N (-1.41339, -4.03165, -0.38841)  0.20
H (1.97313, -2.04925, 2.12172)  0.44
H (-1.78057, -0.76112, 0.50174)  0.30
C (0.74009, -0.76511, 3.32259)  -0.50
H (1.16330, 7.66432, -0.69434)  0.38
H (-2.65171, -3.85761, -2.04886)  0.51
H (-2.13966, 0.49809, 2.61424)  0.40
H (-0.47630, 3.99997, -2.15128)  0.40
C (-0.79622, -5.69249, 0.93430)  -0.94
H (-0.30494, -3.30075, -2.64772)  0.30
N (-0.37325, -0.06691, 3.45915)  -0.61
H (-2.67469, -5.72818, -0.24932)  0.44
C (-0.21491, -3.68252, 0.14974)  -1.00
H (1.09204, -4.71319, 1.56935)  0.51
H (1.42443, -0.72465, 4.15959)  0.40
C (-0.94042, -2.53723, -2.18000)  -0.88
C (0.13473, -1.51594, 1.13690)  -0.34
C (0.53613, 3.87586, -0.27219)  0.11
C (-2.05023, -3.22589, -1.39153)  -0.65
H (-0.07638, 6.41455, -2.42415)  0.38
H (-0.68903, 2.13706, -0.47212)  0.36
C (0.29331, 5.90294, -1.54759)  -0.61
S (-0.57625, 0.32180, -2.92519)  -0.50
H (1.44259, -0.21749, -0.07668)  0.31
C (1.45838, 5.94384, 0.54434)  -0.60
C (0.16858, -0.43310, -1.64876)  0.52
H (-2.70778, -2.47873, -0.93063)  0.18
C (0.40752, -2.34159, -0.10980)  0.93
H (1.60040, 4.07425, 1.57346)  0.38

Results
SMILES: S=C(NCCc1ccccc1)N1CCn2cccc2[C@@H]1c1ccncc1
ΔE to the lowest compared entry with this formula, charge and spin: 0.0 kJ/mol
Strongest force on any atom: 0.9 eV/A
E_tot: -1430.65692 a.u.
Orbital gap: 8.7 eV

---

No. 2
C21H22N6O3S | ωB97M-V with the def2-TZVPD basis set

Last column: Mulliken charge in e.
Positions of all 53 atoms, in Å:
C (-1.25056, 1.86751, -0.93943)  -1.06
N (2.78608, 0.85904, -1.20691)  0.02
H (-3.70344, -1.76450, -3.10299)  0.41
C (1.42634, 1.19280, -1.25173)  -0.70
H (0.71885, -0.63503, -2.07846)  0.85
S (4.06348, -1.64547, 0.81486)  -0.21
O (2.12517, 3.23332, -0.31957)  -0.51
H (5.29998, -1.23393, -1.15541)  0.45
C (1.01811, -2.61764, 1.15623)  -1.36
C (4.59048, -0.61102, -0.61443)  -0.62
C (-2.80772, 1.10629, 2.28430)  -0.52
H (1.57621, -2.71116, -0.96832)  0.31
H (-2.28755, 2.11974, -0.80042)  0.54
N (-1.50833, -1.23681, 1.56303)  -0.13
N (1.38751, 0.90118, 1.82884)  -0.06
H (-0.55245, 3.70557, -0.13271)  0.32
H (5.06058, 0.29421, -0.23674)  0.35
C (1.07871, 2.43946, -0.69679)  0.90
H (-4.87949, -1.64461, -1.78311)  0.36
C (-0.40926, -3.33841, -0.74048)  -1.02
C (3.33266, -0.36168, -1.42725)  0.23
C (1.87064, 4.24100, 0.63235)  -0.91
N (-1.84641, -0.33319, -1.83956)  -0.05
O (2.84625, -1.22305, -2.13112)  -0.63
H (-3.33928, -2.11023, 1.42606)  0.49
C (-0.81648, -0.13112, 1.83145)  0.78
H (3.30092, 1.52652, -0.64121)  0.36
C (0.62631, -0.16477, 1.69669)  0.06
C (0.74979, -2.89435, -0.29514)  0.42
H (0.12133, -2.81068, 1.74683)  0.54
H (-4.60564, -0.05289, 2.03534)  0.41
C (2.66079, -0.72480, 1.31111)  0.44
C (-2.82472, -1.18439, 1.65143)  -0.52
H (-3.35544, -2.51890, -1.54074)  0.28
O (-3.78823, 0.49540, -0.97593)  -0.60
H (-1.23631, -3.51765, -0.07399)  0.28
H (-0.56563, -3.55879, -1.78367)  0.43
H (1.84603, -3.24760, 1.50060)  0.46
C (-0.26089, 2.75911, -0.55802)  -0.62
H (-3.31575, 2.01903, 2.55726)  0.44
H (1.27366, 5.05475, 0.20913)  0.33
C (-3.82125, -1.66430, -2.02618)  -1.43
C (-1.42947, 1.06648, 2.20610)  -0.62
H (-0.81288, 1.92443, 2.41495)  0.51
C (-0.90568, 0.63757, -1.47956)  -0.14
C (-3.17515, -0.37929, -1.54715)  0.90
C (-3.52882, -0.04372, 1.99946)  -0.60
C (0.43876, 0.31744, -1.65908)  0.09
N (2.65034, 0.55346, 1.59169)  -0.73
H (1.36885, 3.82274, 1.50842)  0.34
H (2.84714, 4.62647, 0.92106)  0.29
N (1.40232, -1.24304, 1.37421)  0.22
H (-1.44047, -1.16051, -2.25533)  0.23

Results
SMILES: C=CCn1c(SCC(=O)Nc2cc(NC(C)=O)ccc2OC)nnc1-c1ccccn1
ΔE to the lowest compared entry with this formula, charge and spin: 45.8 kJ/mol
Strongest force on any atom: 1.0 eV/A
E_tot: -1765.90638 a.u.
Orbital gap: 8.1 eV

---

No. 3
C21H23B3Br45NO5 | ωB97M-V with the def2-TZVPD basis set

Last column: Mulliken charge in e.
Positions of all 98 atoms, in Å:
O (5.14039, 1.12744, -2.59897)  -0.32
C (-0.74612, 5.19508, -0.57730)  -0.40
C (-6.74011, 8.36820, 3.34722)  -0.34
H (0.10302, 5.75489, -0.18976)  0.46
H (7.21528, -4.22595, -0.26216)  0.34
H (1.47972, -2.52030, 0.71409)  0.60
H (-4.42913, -6.01891, -5.20846)  0.36
C (0.72357, -7.52948, -8.47738)  -0.35
Br (-2.28077, -7.64199, 1.82806)  0.07
Br (-4.73424, -8.02977, 4.48106)  -0.05
H (-2.09817, -7.59142, -0.65083)  -0.04
H (4.23432, -2.29051, 3.74866)  0.30
C (7.17142, 0.73524, -0.83814)  -0.27
C (-9.10088, 6.18348, 8.42454)  -0.20
C (3.14194, -0.27139, -1.66024)  0.87
Br (-0.69387, -5.61785, -0.09553)  0.04
O (4.72212, -1.02915, -3.74206)  -0.57
Br (-1.20061, 11.27097, 0.20366)  -0.02
Br (-2.34350, 6.19320, -0.11306)  0.01
Br (2.46955, 0.61207, -8.47636)  -0.04
C (6.18744, -4.28970, 0.09149)  -0.42
H (1.49871, -7.94310, -9.11946)  0.34
Br (-4.34204, -10.84286, 2.98087)  -0.03
H (7.40664, 1.81659, -0.54809)  0.34
Br (-5.55539, -10.76322, 5.95334)  -0.02
C (-3.88422, 4.68830, 4.32817)  -0.27
H (3.47783, -2.56491, -1.06509)  0.35
Br (0.46550, -0.13556, -2.30188)  0.23
Br (-10.05564, 2.83413, 5.30434)  0.02
Br (2.00909, -1.50912, 4.53665)  -0.05
H (6.46719, 0.33946, -0.01378)  0.16
H (1.93675, 3.01214, -8.10656)  0.37
Br (-9.49857, 6.68268, 10.25567)  -0.03
Br (-13.20242, 3.46192, 5.19338)  -0.02
C (0.97524, 0.73375, -0.20148)  0.32
H (2.24027, 1.87266, -1.78917)  0.49
H (8.48746, -1.75775, -1.50135)  0.30
Br (-2.54682, 10.38446, -2.57496)  -0.02
C (-0.37231, -0.39075, -4.04918)  -0.51
H (0.31950, 1.64538, 0.03289)  -0.46
H (-8.56435, 7.01793, 7.97664)  0.20
B (4.34097, -0.09625, -2.71871)  0.37
Br (9.69666, -0.87078, 0.98261)  0.25
Br (-12.02632, 1.54297, 7.48512)  0.00
B (6.13808, -1.01400, -4.00375)  0.58
Br (5.31182, -2.62293, -0.38586)  0.17
Br (0.69496, 0.38691, -5.47128)  -0.02
Br (-4.07117, -4.28601, -3.46275)  -0.04
C (-2.36343, 9.99750, -0.68353)  0.01
O (7.09711, -0.10331, -3.42145)  -0.60
Br (-3.19175, 6.48184, 4.57323)  -0.01
Br (5.37306, -5.80742, -0.79842)  -0.05
C (2.88258, 2.47399, -8.12541)  -0.34
Br (-4.08705, 9.86231, 0.19518)  0.07
Br (-0.71145, 3.45133, 0.27416)  -0.01
C (-1.36296, -7.42290, 0.13393)  -0.03
Br (4.86745, -0.04116, 4.60174)  -0.07
H (10.76752, -0.10937, 3.09940)  0.34
Br (-6.92770, 7.43666, 5.03808)  0.01
C (2.12635, 0.85968, -1.26382)  -0.36
C (-3.61187, -5.85200, -4.50952)  -0.33
C (3.73890, -1.32337, 3.67958)  -0.37
O (8.43577, 0.00979, -0.77064)  -0.51
Br (6.26270, -4.53392, 2.01344)  -0.05
Br (-0.94357, -7.62966, -9.46281)  -0.01
Br (0.03511, -8.74583, -0.10502)  -0.01
Br (-4.07197, 3.74984, 6.01478)  -0.03
Br (-5.68294, 7.35240, 2.07741)  -0.02
C (1.66087, -1.53726, 0.14496)  -0.87
C (-5.40084, -9.83745, 4.25659)  -0.29
H (-1.32028, 0.14581, -4.03095)  0.37
C (2.83884, -1.60018, -0.87322)  -0.54
Br (12.09082, -2.17552, 2.69325)  -0.07
H (6.58427, -1.84824, -4.72910)  -0.14
Br (1.22330, -5.69559, -8.09292)  0.00
Br (9.18644, -1.79455, 4.01715)  -0.05
Br (-7.92800, 4.64120, 8.33633)  0.00
H (-4.88307, 4.78716, 3.90569)  0.28
H (-11.98878, 1.29924, 5.01132)  0.34
H (-6.40487, -9.75763, 3.84459)  0.36
Br (0.67764, -8.61453, -6.87095)  0.00
Br (-6.04914, 10.16408, 3.58562)  -0.03
Br (3.56324, -0.90930, 1.79119)  0.28
N (0.78743, -0.48257, 0.50513)  -0.43
B (6.47009, 0.59955, -2.30294)  0.72
Br (-2.82686, 3.68310, 3.05183)  0.00
Br (-0.51038, 5.06179, -2.49698)  -0.03
Br (3.95167, 3.25435, -9.54253)  -0.06
Br (-3.47369, -7.44015, -3.40540)  -0.03
H (-1.88782, 9.02177, -0.60280)  -0.06
Br (-2.00955, -5.57093, -5.56383)  0.03
C (10.47680, -1.09742, 2.74667)  -0.38
O (8.17636, -1.32595, -0.66641)  -0.19
Br (3.70691, 2.71247, -6.38569)  0.02
Br (-0.78450, -2.25797, -4.39212)  0.01
H (-7.73839, 8.46452, 2.92484)  0.40
C (-11.83936, 2.16217, 5.65718)  -0.35
Br (-10.71362, 5.92111, 7.38125)  0.01

Results
Strongest force on any atom: 5.9 eV/A
E_tot: -117149.78609 a.u.
Orbital gap: 6.8 eV

---

No. 4
C21H23BrN4O2SeTl | ωB97M-V with the def2-TZVPD basis set

Last column: Mulliken charge in e.
Positions of all 53 atoms, in Å:
H (-3.27485, 2.47937, 1.89080)  0.28
C (-1.37795, -1.85723, 5.49250)  -0.74
N (0.47955, -1.84283, 1.58320)  -0.28
H (0.72185, -0.21883, -7.04270)  0.35
Tl (2.25395, -0.40023, 0.38390)  0.75
C (1.31845, 4.69947, -0.79670)  -0.82
H (0.08685, -3.39873, 3.20900)  0.41
C (0.71395, -1.73033, -1.98410)  0.52
H (0.80165, -2.36943, -8.28070)  0.34
C (0.09595, -2.40973, -2.96130)  -0.94
H (-1.03415, 6.21307, -0.24520)  0.39
C (-2.27265, 2.12817, 1.56450)  -0.64
H (-0.11275, -1.00943, 1.51790)  0.07
H (1.30875, 5.76147, -1.12300)  0.29
C (0.33075, -2.35263, -4.41240)  0.53
C (0.07175, 0.19777, 4.31020)  -0.23
C (-0.88305, 0.48927, 5.29010)  -0.70
C (0.35975, -3.55973, -5.12590)  -0.48
H (0.55595, -4.51193, -7.04940)  0.34
H (-2.94765, 4.84287, 1.01300)  0.38
H (-1.70955, 1.77937, 2.45550)  0.19
H (-0.65315, -3.14813, -2.67690)  0.32
C (-1.60155, -0.54083, 5.88870)  -0.25
C (0.66445, -2.36613, -7.20280)  -0.42
H (-0.82965, -2.06093, -0.45890)  0.26
O (2.02755, -0.41063, 2.39920)  -0.74
H (1.46725, 4.05407, -1.68770)  0.29
O (-0.37025, -3.44263, 4.07570)  -0.71
H (0.61465, 1.01937, 3.84510)  0.55
H (0.25875, -4.50903, -4.60370)  0.37
H (-1.94985, -2.66713, 5.93290)  0.39
C (0.62045, -1.15923, -6.50800)  -0.52
C (0.52885, -3.56763, -6.51260)  -0.45
H (2.16175, 4.55137, -0.08990)  0.31
C (-0.44275, -2.13773, 4.49320)  0.52
C (-1.97945, 4.46597, 0.70950)  -0.39
C (-0.98925, 5.17507, 0.05840)  -0.38
C (1.32275, -1.46873, 2.74220)  -0.11
H (4.11635, -0.40023, 0.38390)  -0.28
H (-1.06055, 1.52297, 5.56960)  0.39
Se (0.72435, 1.73587, 0.38390)  -0.21
C (0.33195, -1.12613, 3.89150)  0.06
C (-0.29535, 3.15997, 0.38390)  -0.54
H (-2.34445, -0.31723, 6.64700)  0.35
H (-2.40395, 1.28207, 0.85770)  0.29
N (0.06035, 4.35227, -0.14180)  0.27
H (1.85345, -2.37603, 3.06270)  0.39
C (0.26385, -1.98643, -0.60320)  -0.63
N (-1.53865, 3.20737, 0.90960)  0.29
Br (2.02305, -0.41693, -2.08540)  -0.24
H (0.38685, -0.19563, -4.60800)  0.43
N (1.10335, -2.00703, 0.37620)  -0.27
C (0.44215, -1.15183, -5.12120)  -0.37

Results
Charge: -1
Strongest force on any atom: 7.7 eV/A
E_tot: -6331.18052 a.u.
Orbital gap (alpha / beta): 4.0 / 3.3 eV